Entry from the OMol25 dataset: C2H30O15Pt as an isolated structure in a non-equilibrium geometry (ωB97M-V/def2-TZVPD).

Calculated values
DFT total energy = -1341.8874 Eh
Multiplicity = 3
⟨S²⟩ = 2.011

```
48
Properties=species:S:1:pos:R:3:nbo_charge:R:1
H -12.40187 7.89152 7.83940 0.166
H -15.10419 8.55599 9.76428 0.468
O -10.42583 2.94954 6.20842 -0.921
H -16.10905 2.78628 8.30362 0.515
H -11.26236 5.90071 6.56087 0.210
H -10.03737 6.41676 2.56588 0.470
C -12.34613 6.01421 6.58673 -0.127
H -16.21860 8.35829 7.43371 0.477
O -17.16316 8.39601 7.28326 -0.941
H -11.34464 8.70717 5.66036 0.448
O -10.84913 3.82046 9.01754 -0.941
H -11.04622 2.73651 5.51131 0.461
H -10.43286 8.40794 4.48947 0.478
H -10.96159 7.34102 9.31189 0.455
O -15.22060 9.48340 5.60928 -0.949
H -14.88827 8.74813 6.12423 0.473
H -14.62001 2.67700 8.05320 0.536
H -12.94382 2.06318 7.06311 0.482
H -12.93872 5.12827 2.82569 0.476
O -10.47493 8.89936 5.30981 -0.928
O -15.48600 9.35963 10.11728 -0.937
H -10.16891 5.63757 3.85718 0.468
H -15.61882 10.06769 6.25447 0.465
O -13.56402 2.83431 5.27733 -0.977
O -13.02377 10.68032 8.17537 -0.930
H -13.82792 11.18496 8.05329 0.470
O -9.74660 6.40826 3.47781 -0.935
H -12.59544 5.77714 5.55244 0.142
O -12.81918 4.83374 7.26145 -0.796
H -12.65191 8.03615 6.12887 0.159
O -15.30129 3.29985 8.30649 -0.964
H -11.40428 4.28101 8.38831 0.462
H -10.97561 4.29319 9.84020 0.473
O -13.79110 4.88992 3.19020 -0.927
O -13.15509 1.55288 7.84489 -0.947
H -13.04494 3.36945 5.87767 0.466
H -13.15174 0.64353 7.54606 0.490
H -9.62155 7.26659 8.61142 0.474
H -15.86263 9.09754 10.95734 0.469
C -12.92487 7.43735 6.99780 -0.098
H -13.86217 3.44772 4.60572 0.496
O -14.26588 7.63261 7.42818 -0.896
H -17.54634 8.38928 8.16039 0.464
Pt -14.81179 5.41308 8.00633 1.139
H -13.31410 9.76856 8.20050 0.461
O -10.02090 7.42742 9.46635 -0.926
H -13.80874 5.30672 4.05171 0.463
H -10.90399 3.55042 6.77986 0.462
```